# 1
This record from the OMol25 dataset describes 2 unconnected molecules or ions with the total composition C9H5BrN2 at a distorted geometry. The level of theory is ωB97M-V with the def2-TZVPD basis set.

```
17
Properties=species:S:1:pos:R:3:forces:R:3:lowdin_charge:R:1
C -3.5172 -0.6654 1.8359 -0.6 -0.4 1.6 -0.25
C -3.3164 -2.4386 -1.0927 -2.7 -0.9 1.1 -0.44
C 0.9451 -0.3844 -0.6111 -1.5 0.1 1.9 0.00
C 0.5281 -0.9957 0.5713 -0.8 -0.8 1.4 -0.04
C 0.1338 0.6210 -1.1361 0.3 1.2 -4.1 -0.04
C -0.7293 -0.7494 1.1002 -0.3 0.9 -3.4 0.06
C -1.2118 0.7951 -0.8117 1.6 2.3 -1.0 -0.06
C -1.6399 0.0992 0.2709 -1.4 -2.4 5.1 -0.32
C -2.9591 0.1281 0.7988 -0.2 0.7 -2.8 -0.47
N -4.0357 -1.1919 2.7404 1.0 0.8 -1.6 0.25
N -2.3092 -2.0435 -1.4641 2.8 1.2 -0.9 -0.19
Br -4.2859 1.1272 -0.1961 1.0 -1.0 1.2 0.87
H 1.8816 -0.7751 -0.9102 0.8 0.5 -1.2 0.11
H 1.1365 -1.7654 1.0685 -0.1 0.5 -0.4 0.13
H 0.5080 1.1811 -2.0986 -0.7 -1.1 2.1 0.15
H -1.1763 -1.3413 1.8560 -0.1 -0.3 0.9 0.11
H -1.8467 1.6344 -1.2202 0.9 -1.4 0.1 0.12
```
Positions in Å, forces in eV/Å.

Values from the calculation:
**Energy relative to the best compared isomer or geometry (same formula, charge and spin)**: 2.270 eV
**DFT total energy**: -82430.4566 eV

# 2
This record from the OMol25 dataset describes a molecular structure, C9H5ClF5O2RhS. The level of theory is ωB97M-V with the def2-TZVPD basis set.

```
24
Properties=species:S:1:pos:R:3:forces:R:3:lowdin_charge:R:1
Rh -1.1256 -1.2230 -0.1134 -0.4 -0.1 -0.3 0.62
F 0.6369 4.5981 -2.8689 0.0 0.0 0.0 0.13
C 0.7040 3.3768 -2.3444 0.0 0.0 0.0 -0.14
C -0.4014 2.8143 -1.7360 0.0 0.0 0.0 -0.15
F -1.5468 3.4890 -1.6648 0.0 0.0 0.0 0.13
C -0.3041 1.5426 -1.2063 0.0 0.0 0.1 -0.20
F -1.4285 1.0385 -0.6157 0.2 0.0 -0.1 0.00
C 0.8557 0.7845 -1.2446 -0.1 0.0 0.1 -0.47
S 1.0249 -0.8360 -0.5513 0.2 0.0 -0.1 0.75
C 1.9474 1.3842 -1.8653 0.0 0.0 0.0 -0.24
F 3.1025 0.7191 -1.9421 0.0 0.0 0.0 0.09
C 1.8839 2.6531 -2.4068 0.0 0.0 0.0 -0.14
F 2.9523 3.1874 -2.9939 0.0 0.0 0.0 0.13
Cl -2.9614 -2.8354 -0.7985 -0.2 0.0 0.1 0.51
C -1.2769 -3.1682 -0.2263 0.2 -0.1 0.2 -0.64
H -0.7313 -3.7080 -0.9935 0.0 0.1 -0.1 0.02
H -1.3536 -3.7139 0.7088 0.1 0.0 0.0 0.01
C -0.0679 -1.8158 3.8546 0.0 0.0 0.0 -0.04
O -0.3365 -2.0782 2.4622 0.1 0.0 -0.2 -0.10
C -0.7125 -1.0076 1.7591 -0.2 0.1 0.1 -0.63
O -0.8593 0.0921 2.2211 0.0 0.0 0.0 0.05
H 0.2850 -2.7577 4.2613 0.0 0.0 0.0 0.09
H -0.9779 -1.4931 4.3562 0.0 0.0 0.0 0.10
H 0.6911 -1.0426 3.9484 0.0 0.0 0.0 0.10
```
Positions in Å, forces in eV/Å.

Values from the calculation:
**Energy relative to the best compared isomer or geometry (same formula, charge and spin)**: 0.000 eV
**DFT total energy**: -53460.3727 eV

# 3
This record from the OMol25 dataset describes a molecular structure, C9H5F6N10O2RhS2Sb at a distorted geometry. The level of theory is ωB97M-V with the def2-TZVPD basis set.

```
36
Properties=species:S:1:pos:R:3:forces:R:3:mulliken_spin:R:1
Rh -0.4537 1.3024 -0.3135 1.1 0.3 2.3 0.02
N 2.0578 0.0932 1.6121 0.8 -0.3 -0.3 0.03
C 0.8772 0.2899 2.2144 0.1 0.1 0.7 -0.02
N 0.6213 -0.0802 3.4723 0.0 0.2 -0.8 0.04
N -0.6250 0.2945 3.6730 -0.6 1.0 -1.0 -0.03
N -1.1140 0.8984 2.5807 -0.7 -0.3 1.1 0.06
N -0.1755 0.9093 1.6655 0.3 -1.1 -1.0 -0.02
C 2.3424 0.4082 0.3260 0.6 -0.3 1.1 0.00
N 3.4417 0.0141 -0.3006 -0.4 -0.1 0.0 0.01
N 3.2887 0.4585 -1.5405 -0.9 1.0 0.2 0.00
N 2.1621 1.1518 -1.6465 0.8 -0.2 -1.0 0.01
N 1.5592 1.1404 -0.4711 -1.4 -0.2 -0.2 0.03
H 2.7589 -0.4230 2.1345 -0.1 0.0 -0.2 0.00
F -0.2038 -1.0589 -0.3396 0.2 0.2 -0.2 0.00
Sb -1.9588 -1.7679 -0.7479 0.0 -0.5 0.2 0.00
F -3.6892 -2.2414 -1.2386 -0.2 0.0 0.0 0.00
F -1.3126 -3.4929 -0.5187 0.0 -0.2 -0.1 0.00
F -2.3770 -1.5877 1.0571 -0.1 0.0 0.2 0.00
F -1.4447 -1.6761 -2.5510 0.1 0.0 -0.2 0.00
F -2.4238 0.1137 -0.9249 0.1 0.9 0.2 -0.01
O -1.4337 5.1189 -1.2991 0.0 -0.1 0.1 0.01
S -1.7479 3.7538 -1.0747 -0.1 0.4 -0.8 -0.01
O -1.6216 3.2172 0.2765 0.6 -0.8 0.0 0.02
N -0.7703 2.6976 -1.9768 -0.2 -0.3 -0.2 0.18
C -1.5128 2.0014 -2.8318 0.0 0.2 -0.1 -0.04
S -0.8105 0.7948 -3.8162 0.0 0.0 0.0 0.77
C -2.9572 2.3193 -2.8016 0.2 0.0 0.0 -0.03
C -3.9721 1.7234 -3.5242 -0.1 0.0 -0.1 -0.02
C -5.2775 2.1176 -3.2596 0.0 0.0 0.0 0.01
C -5.5566 3.0798 -2.2933 0.0 0.0 0.0 -0.01
C -4.5382 3.6775 -1.5578 0.0 0.1 0.0 0.01
C -3.2536 3.2694 -1.8361 0.0 0.0 0.1 -0.01
H -3.7470 0.9573 -4.2541 0.0 0.0 0.0 0.00
H -6.0925 1.6569 -3.8024 0.0 0.0 0.0 0.00
H -6.5830 3.3595 -2.0979 0.0 0.0 0.0 0.00
H -4.7483 4.4198 -0.7988 0.0 0.0 0.0 0.00
```
Positions in Å, forces in eV/Å.

Values from the calculation:
**Energy relative to the best compared isomer or geometry (same formula, charge and spin)**: 3.854 eV
**DFT total energy**: -75926.9588 eV
**2S+1**: 2

# 4
This record from the OMol25 dataset describes 22 unconnected molecules or ions with the total composition C9H62BO24 at a distorted geometry. The level of theory is ωB97M-V with the def2-TZVPD basis set.

```
96
Properties=species:S:1:pos:R:3:forces:R:3:lowdin_charge:R:1
C -0.7331 0.4452 3.2726 0.6 -0.6 -0.9 -0.10
C 0.5018 -0.4507 2.5938 0.5 0.7 2.2 -0.23
O 1.1512 0.3172 1.5218 -1.3 -2.4 -0.2 -0.22
C 0.8221 -0.1905 0.1823 -0.2 0.6 -2.1 -0.18
C 2.1371 -0.1282 -0.8494 -0.4 1.2 0.7 -0.15
C 3.5449 -0.5306 -0.1119 0.9 0.5 -0.3 -0.20
C 4.4249 -1.6855 -0.8733 0.3 -0.6 0.6 -0.22
C 3.5799 -3.0197 -1.3217 1.0 0.0 0.1 -0.15
C 3.3793 -4.1331 -0.1259 -1.6 -2.3 -2.3 -0.24
C 2.0430 -4.0693 0.8233 1.1 -1.7 2.9 -0.13
O 0.9841 -5.0259 0.3645 1.8 1.9 1.5 -0.17
B 1.5255 -5.5106 -0.9316 0.4 2.1 -1.0 -0.67
O 3.0089 -5.3549 -0.9126 1.0 0.3 1.7 -0.17
H -0.4087 1.5763 3.1512 -0.9 -2.3 0.2 0.09
H -0.8814 0.2135 4.4137 0.3 0.4 -2.3 0.08
H -1.7034 0.1686 2.6688 1.6 1.0 1.3 0.07
H 0.1673 -1.5333 2.3028 0.6 2.1 0.2 0.10
H 1.3165 -0.5843 3.4562 -1.6 0.2 -2.0 0.11
H 0.3882 -1.2763 0.1503 0.9 1.9 0.5 0.12
H 0.0017 0.5402 -0.2846 1.7 -1.7 0.9 0.10
H 2.2166 1.0171 -1.1765 -0.2 -2.6 0.6 0.09
H 1.9003 -0.7219 -1.8305 0.5 1.0 2.2 0.09
H 4.2187 0.4549 -0.1157 -1.4 -2.0 0.1 0.10
H 3.4408 -0.8307 1.0224 -0.2 0.5 -2.3 0.10
H 5.2333 -2.0613 -0.0790 -1.6 0.8 -1.7 0.11
H 5.0674 -1.2828 -1.7888 -1.6 -0.6 1.8 0.10
H 2.5353 -2.8075 -1.8044 2.0 -0.3 1.1 0.10
H 4.2298 -3.5563 -2.1658 -1.4 0.9 1.9 0.13
H 4.3502 -4.5294 0.4387 -1.9 1.8 -0.9 0.16
H 1.7052 -3.0425 1.2738 0.2 -1.6 -1.5 0.10
H 2.4252 -4.6352 1.8017 -0.5 1.3 -1.6 0.12
H 1.2177 -4.6178 -1.6701 -0.8 0.9 -1.2 0.05
H 1.0561 -6.4639 -1.4341 0.1 -1.2 0.5 0.04
O -2.3024 2.1723 0.1591 -0.3 0.0 0.1 -0.07
H -2.3335 1.8319 -0.7476 0.4 -0.3 0.0 0.01
H -1.5682 1.6880 0.5658 -0.1 0.2 -0.1 0.03
O -1.8590 4.5240 -1.4693 -0.2 0.4 0.0 -0.07
H -2.3630 3.7787 -1.1095 0.4 0.2 0.2 0.00
H -1.7960 5.1439 -0.7272 0.0 -0.4 -0.2 0.02
O -1.3001 -4.0955 1.9677 -0.1 0.4 0.5 -0.07
H -1.0749 -3.1678 1.8012 -0.1 -0.4 0.0 0.01
H -0.5670 -4.5891 1.5703 0.4 -0.1 -0.7 0.01
O 0.5073 6.1976 -0.1295 0.3 -0.3 0.1 -0.07
H 0.3603 6.2124 -1.0872 -0.1 0.1 0.1 0.03
H 1.4714 6.2355 -0.0401 -0.2 0.1 0.0 0.04
O 1.5073 3.1632 -0.4210 0.2 0.4 0.3 -0.06
H 1.0382 3.9530 -0.1128 -0.1 -0.2 -0.2 0.00
H 2.2115 3.0391 0.2330 -0.3 -0.2 -0.2 0.04
O -0.0372 8.0945 -2.0685 0.3 0.4 -0.2 -0.06
H -0.2373 8.6537 -1.3029 -0.1 -0.2 -0.2 0.04
H 0.9210 8.1855 -2.1806 -0.3 0.0 -0.1 0.06
O -1.6609 0.6970 -2.1281 -0.4 -0.1 -0.5 -0.04
H -2.1766 -0.1014 -2.3170 0.2 0.1 0.1 0.07
H -1.2899 0.9448 -2.9883 0.1 -0.1 0.3 0.06
O -2.9915 2.3549 4.6607 -0.3 0.1 -0.2 -0.07
H -3.9583 2.3748 4.7228 0.3 0.0 -0.1 0.05
H -2.8062 2.7126 3.7794 -0.1 -0.3 0.2 0.04
O 0.7276 -7.9952 -3.2274 0.0 -0.2 -0.6 -0.09
H 1.4102 -8.5866 -2.8764 -0.3 0.3 0.0 0.03
H 0.2517 -8.5425 -3.8700 0.2 0.1 0.3 0.03
O 1.3829 -0.0869 -3.9838 -0.1 0.1 -0.2 -0.08
H 1.6081 0.8407 -4.1503 0.1 -0.4 0.0 0.02
H 2.1159 -0.5806 -4.3812 -0.3 0.3 0.1 0.04
O -3.7181 -0.9418 4.6498 0.3 0.0 -0.1 -0.08
H -3.4929 -0.0142 4.4834 0.0 -0.1 -0.1 -0.01
H -2.9850 -1.4355 4.2525 -0.3 0.2 0.1 0.03
O 3.1632 1.1967 -5.6492 0.6 0.1 -0.6 -0.05
H 3.0163 1.2115 -6.6069 0.0 0.0 0.3 0.05
H 4.1273 1.2346 -5.5598 -0.3 0.0 0.1 0.06
O -4.4089 0.7664 1.6261 0.1 -0.3 -0.1 -0.09
H -4.9246 -0.0320 1.4372 0.0 0.3 0.0 0.01
H -4.0380 1.0142 0.7659 0.1 0.1 0.4 0.00
O 3.3718 -2.1619 3.6813 -0.1 0.0 0.5 -0.07
H 2.8678 -2.9072 4.0411 0.1 0.1 -0.2 0.04
H 3.4347 -1.5420 4.4234 0.0 -0.2 -0.3 0.03
O -2.5527 8.1255 -0.6775 0.3 -0.1 -0.1 -0.06
H -2.5838 7.7851 -1.5842 0.0 0.0 0.3 0.04
H -1.8185 7.6412 -0.2708 -0.3 0.0 -0.1 0.01
O 2.3161 8.3297 1.3808 -0.1 -0.2 0.4 -0.07
H 2.9149 8.3225 2.1426 -0.2 0.0 -0.3 0.04
H 1.5100 7.9068 1.7129 0.2 0.1 -0.2 0.03
O -0.0781 10.2204 -4.6387 -0.1 0.0 0.4 -0.07
H -0.5821 9.4751 -4.2789 0.2 0.2 0.0 0.02
H -0.0152 10.8403 -3.8966 0.0 -0.2 -0.3 0.03
O -0.5371 -5.5702 4.7475 -0.3 -0.2 0.0 -0.08
H -0.6750 -5.1337 3.8934 -0.1 0.1 0.0 0.00
H -1.2984 -6.1637 4.8325 0.3 0.3 -0.1 0.03
O -6.5023 -0.3183 -0.0426 -0.5 0.4 -0.3 -0.07
H -7.3613 -0.5678 0.3300 0.4 -0.3 -0.1 0.03
H -6.7097 0.4205 -0.6343 0.2 -0.2 0.3 0.05
O -7.5481 -2.8682 0.2223 0.0 -0.6 -0.1 -0.07
H -7.5792 -3.2086 -0.6845 0.0 0.2 0.3 0.05
H -6.8139 -3.3526 0.6289 -0.2 0.2 -0.1 0.05
O -0.2573 -10.2273 -1.9310 -0.1 -0.3 0.5 -0.08
H -0.7264 -9.4374 -1.6227 0.3 -0.1 -0.2 0.05
H 0.4469 -10.3513 -1.2769 -0.3 0.1 -0.2 0.04
```
Positions in Å, forces in eV/Å.

Values from the calculation:
**Net charge**: -1
**DFT total energy**: -60152.5395 eV

# 5
This record from the OMol25 dataset describes 24 unconnected molecules or ions with the total composition C9H64NO24 at a distorted geometry. The level of theory is ωB97M-V with the def2-TZVPD basis set.

```
98
Properties=species:S:1:pos:R:3:forces:R:3:lowdin_charge:R:1
C -2.5577 -1.3916 -0.3029 -0.2 1.1 2.1 -0.03
C -1.0127 -1.0048 -0.2545 -0.5 0.9 -2.1 -0.43
C -0.8959 -0.3471 -1.6423 -0.1 1.0 -0.8 -0.18
C 0.4334 0.2238 -1.9801 1.4 0.3 1.6 -0.18
C 0.8738 1.2335 -0.8932 -0.1 0.1 1.1 -0.11
C 0.7165 0.7844 0.6328 0.1 -1.9 -1.4 -0.44
N -0.5966 0.0576 0.7276 -1.1 0.6 -0.4 -0.17
O -1.0320 -0.2037 2.0417 0.4 -0.3 0.0 -0.27
C 0.8053 1.9949 1.5583 -0.3 0.6 -0.2 -0.02
C 1.9427 -0.1276 0.9919 -0.5 -0.1 0.1 -0.04
C -0.2096 -2.2946 -0.2773 0.4 -0.1 1.4 -0.03
H -3.1477 -0.5783 -0.7255 0.2 0.0 -0.4 0.07
H -2.9815 -1.4977 0.6957 0.3 0.0 0.4 0.06
H -2.8694 -2.3256 -0.7704 0.8 0.0 -0.6 0.07
H -1.5363 0.5344 -1.6719 -0.6 -0.1 0.3 0.11
H -1.2133 -0.9300 -2.5070 -0.3 -0.7 0.4 0.11
H 0.4524 0.6193 -2.9957 0.1 0.2 0.1 0.09
H 1.2078 -0.5408 -1.9197 0.2 -0.4 -0.4 0.09
H 0.3123 2.1677 -0.8817 -0.1 0.2 -0.7 0.09
H 1.9271 1.4790 -1.0291 0.1 0.3 0.0 0.09
H 1.0642 1.7888 2.5968 -0.2 -0.3 0.0 0.09
H -0.0786 2.6328 1.5539 -0.3 -0.3 0.1 0.06
H 1.5548 2.6935 1.1862 0.5 -0.2 -0.2 0.09
H 2.9021 0.3899 0.9930 0.0 0.4 -0.1 0.07
H 2.0143 -0.9642 0.2969 0.0 -0.1 -0.1 0.06
H 1.8100 -0.5099 2.0040 0.0 -0.1 0.0 0.05
H -0.9007 -3.1333 -0.3608 0.5 -0.3 -0.4 0.08
H 0.2834 -2.3805 0.6910 -0.3 -0.3 0.1 0.04
H 0.6281 -2.2869 -0.9747 -0.3 -0.2 -0.4 0.07
O 0.2806 3.1514 5.1675 0.7 0.2 0.4 -0.07
H 0.1809 4.0325 5.5280 0.1 0.2 0.0 0.02
H -0.5294 2.9982 4.6809 -0.6 -0.4 -0.2 -0.03
O -2.0851 3.1814 0.2703 0.4 1.1 -0.7 -0.06
H -2.7881 2.6392 0.6281 -0.6 -0.6 0.4 0.00
H -1.3849 2.5618 0.0653 0.1 -0.5 0.0 0.00
O 3.5043 0.1450 -3.7787 -0.4 0.1 -0.6 -0.05
H 3.5733 -0.1807 -2.8812 0.2 -0.2 0.6 0.00
H 4.3723 0.4985 -3.9731 0.3 -0.1 -0.3 0.06
O -4.8562 -3.8516 2.0258 -0.8 -0.3 0.0 -0.06
H -3.9276 -3.8094 2.2539 0.7 0.2 0.0 -0.02
H -4.8751 -3.7413 1.0752 0.0 0.1 -0.1 0.01
O -1.8443 -3.5780 -3.5798 -0.1 0.4 -0.6 -0.06
H -2.3218 -4.1898 -3.0195 -0.1 -0.4 0.3 -0.03
H -1.0262 -3.4120 -3.1115 0.4 0.1 0.1 -0.01
O 1.0338 -4.1077 -3.0600 0.1 0.3 -0.1 -0.04
H 0.7789 -4.9253 -3.4876 -0.2 -0.2 -0.3 0.06
H 1.3440 -4.3758 -2.1950 0.1 0.0 0.3 0.05
O 5.2011 2.0879 3.2277 0.4 0.2 -0.3 -0.06
H 4.9820 1.2804 3.6926 -0.3 -0.4 0.4 -0.02
H 4.4303 2.2726 2.6912 -0.3 0.2 -0.1 0.02
O 3.8298 2.8021 -2.5724 0.8 0.2 0.2 -0.06
H 3.9403 1.8584 -2.6883 -0.2 -0.1 0.1 -0.03
H 2.8827 2.9379 -2.5991 -0.4 0.2 -0.1 -0.02
O -2.0451 -3.2829 2.3912 0.0 -0.9 -0.1 -0.05
H -2.2848 -2.7533 3.1517 -0.2 0.3 0.3 0.00
H -1.4404 -2.7310 1.8954 0.1 0.5 -0.1 0.00
O -0.8948 5.5370 1.2646 0.2 0.4 0.5 -0.07
H -1.3880 4.7604 1.0004 -0.4 -0.6 -0.1 -0.03
H -0.5759 5.9099 0.4427 0.2 0.3 -0.2 -0.02
O -3.4827 1.2407 1.5054 -1.1 0.7 0.0 -0.05
H -4.0772 0.6667 1.0223 -0.2 -0.1 -0.1 0.05
H -2.6603 0.7528 1.5486 1.4 -1.0 0.4 -0.01
O 4.5236 -0.1843 -1.3090 0.1 -0.2 0.0 -0.02
H 5.4317 0.0380 -1.1039 0.3 0.2 0.0 0.07
H 4.1613 -0.5010 -0.4815 -0.3 0.0 0.3 0.03
O -3.0911 -1.6101 4.4788 0.0 -0.3 0.1 -0.04
H -3.6973 -1.0691 4.9849 -0.2 0.0 0.1 0.05
H -2.3323 -1.0458 4.3306 0.5 0.5 -0.2 0.03
O 0.9032 -0.9658 4.6889 0.2 0.0 0.5 -0.05
H 0.9600 -0.7539 3.7572 -0.4 0.2 -0.3 -0.02
H 0.3442 -1.7420 4.7248 -0.1 -0.2 -0.1 0.02
O -1.9390 2.1797 3.9240 -0.2 0.4 0.4 -0.04
H -2.8034 1.7960 4.0719 -0.2 0.0 -0.1 0.04
H -1.6354 1.7802 3.1088 0.3 -0.6 -0.5 0.00
O 4.4752 -0.6994 4.4359 0.0 0.4 0.1 -0.03
H 4.3127 -0.9779 3.5347 -0.3 -0.2 -0.2 0.03
H 5.3980 -0.9036 4.5876 0.3 -0.1 0.1 0.04
O 1.8221 -1.7535 -4.9477 -0.4 -0.2 -0.4 -0.07
H 1.6749 -2.4604 -4.3194 -0.2 -0.4 0.2 -0.02
H 2.4765 -1.1935 -4.5300 0.4 0.5 0.0 -0.03
O -4.4110 1.5612 -3.0916 -0.5 0.1 0.1 -0.06
H -4.0624 2.4468 -2.9895 0.1 0.2 0.2 0.03
H -3.7050 1.0728 -3.5150 0.4 -0.4 -0.1 -0.03
O -2.2411 0.6024 -4.7031 0.0 0.2 0.1 -0.04
H -1.5515 0.0502 -5.0716 0.2 -0.4 0.0 0.05
H -2.5181 1.1585 -5.4314 -0.1 0.2 -0.2 0.05
O -2.8838 -5.6461 -1.8938 0.2 0.0 0.0 -0.03
H -3.4126 -6.1953 -2.4725 -0.1 -0.2 -0.2 0.05
H -3.5224 -5.1935 -1.3428 -0.2 0.1 0.3 0.05
O 1.2814 3.2053 -3.5682 0.0 0.4 0.0 -0.04
H 1.3507 2.3883 -4.0621 0.1 -0.3 -0.2 0.04
H 0.3460 3.2982 -3.3878 -0.3 0.0 0.1 0.05
O 2.0646 -3.1552 2.2761 0.2 -0.5 0.2 -0.04
H 2.9030 -2.9407 1.8670 0.2 0.1 -0.1 0.02
H 1.4418 -2.5448 1.8814 -0.2 0.2 0.1 -0.03
O 0.8299 6.0587 -0.9624 0.0 0.3 0.0 -0.04
H 0.6337 6.3341 -1.8579 0.0 0.1 -0.3 0.04
H 0.7294 5.1069 -0.9766 0.1 -0.4 0.1 0.03
```
Positions in Å, forces in eV/Å.

Values from the calculation:
**Energy relative to the best compared isomer or geometry (same formula, charge and spin)**: 2.850 eV
**Net charge**: -1
**DFT total energy**: -61002.7260 eV

# 6
This record from the OMol25 dataset describes C9H6BrNS2 in the gas phase at a distorted geometry. The level of theory is ωB97M-V with the def2-TZVPD basis set.

```
19
Properties=species:S:1:pos:R:3:forces:R:3:lowdin_charge:R:1
S -0.5230 4.9948 0.8062 0.0 -0.9 0.0 0.51
Br 1.3902 -4.1946 -1.9979 0.2 -0.6 -0.2 0.78
S -1.9500 2.6950 2.0967 1.2 -0.6 -1.2 0.99
C -0.7511 3.3461 0.9984 0.5 1.4 -0.7 -1.15
C -1.5172 1.1031 1.5544 1.5 -1.0 -0.9 -0.36
C -0.4845 1.0427 0.6089 -2.1 0.7 1.5 -0.25
C 0.2246 -2.6209 0.0414 0.4 0.2 -1.3 -0.11
C 1.2648 -1.4035 -1.7936 -0.4 1.1 0.6 -0.11
C -0.2109 -1.4339 0.5739 -0.7 0.0 0.9 -0.04
C 0.8542 -0.1835 -1.1771 -0.4 -1.3 0.0 0.00
C 0.9008 -2.5880 -1.1883 0.1 0.4 0.5 -0.72
C 0.0411 -0.1939 -0.0281 0.8 0.2 -0.3 -0.16
N -0.0760 2.3587 0.3074 -0.5 -0.5 0.2 0.01
H -1.9736 0.2457 2.0306 0.0 0.1 -0.2 0.06
H 0.0653 -3.5896 0.4743 -0.3 -0.1 0.4 0.10
H 1.8516 -1.4357 -2.7150 -0.3 0.3 0.4 0.10
H -0.7927 -1.4715 1.5063 0.4 0.1 -0.4 0.12
H 1.1220 0.7470 -1.6311 0.2 0.4 -0.3 0.10
H 0.5644 2.5820 -0.4673 -0.6 0.1 0.9 0.15
```
Positions in Å, forces in eV/Å.

Values from the calculation:
**Energy relative to the best compared isomer or geometry (same formula, charge and spin)**: 0.000 eV
**SMILES string**: S=c1[nH]c(-c2ccc(Br)cc2)cs1
**DFT total energy**: -102633.2701 eV

Question: The highest DFT total energy belongs to which entry?
Answer: C9H5ClF5O2RhS